(1)
C18H23N3O6 | ωB97M-V/def2-TZVPD

Geometry as XYZ:
```
50
Properties=species:S:1:pos:R:3:mulliken_charge:R:1
O -0.709 2.682 0.268 -0.69
O 4.235 2.086 -0.627 -0.40
O 2.679 -2.053 1.325 -0.42
O -1.391 -2.297 -0.145 -0.31
O 4.814 -0.513 0.179 -0.50
O -3.162 -2.667 -1.478 -0.54
N -1.466 0.551 0.517 0.22
N -4.975 0.213 0.315 -1.42
N -3.720 -0.236 0.469 1.18
C 5.615 -0.206 -0.944 -0.78
C -2.823 0.787 0.398 0.28
C 3.212 1.310 -0.162 1.02
C 3.947 -2.621 1.580 -0.85
C 1.901 1.749 -0.095 -0.62
C -4.889 1.519 0.148 0.42
C -3.547 1.941 0.192 -0.74
C -0.481 -2.802 -1.132 -0.38
C -0.485 1.497 0.406 0.12
C 3.545 0.005 0.260 0.78
C -6.098 2.361 -0.049 -1.12
C -0.139 -1.741 -2.166 -0.95
C 0.897 0.938 0.425 0.09
C 3.943 3.392 -1.066 -0.96
C 1.232 -0.313 0.915 -0.80
C -2.695 -2.266 -0.452 0.73
C -3.486 -1.636 0.698 -0.87
C 2.540 -0.789 0.833 -0.13
H 0.403 -3.103 -0.566 0.26
H -1.038 -1.425 -2.689 0.35
H 6.360 -1.001 -0.991 0.30
H 4.898 3.813 -1.375 0.23
H -3.156 2.931 0.091 0.51
H 5.029 -0.202 -1.865 0.33
H -2.945 -1.792 1.638 0.30
H -6.983 1.733 -0.034 0.34
H 0.521 -0.972 1.388 0.71
H 1.616 2.732 -0.430 0.63
H -4.472 -2.102 0.746 0.38
H -1.184 -0.417 0.572 -0.12
H 6.117 0.756 -0.831 0.23
H -0.939 -3.671 -1.613 0.48
H 3.257 3.386 -1.918 0.38
H -6.171 3.106 0.742 0.27
H 4.452 -2.915 0.657 0.26
H 3.743 -3.509 2.178 0.30
H 0.320 -0.877 -1.689 0.08
H 3.520 4.000 -0.261 0.37
H 0.557 -2.156 -2.889 0.44
H -6.042 2.884 -1.002 0.26
H 4.588 -1.940 2.140 0.32
```

Results
Strongest force on any atom in eV/Å: 0.9
HOMO in eV: -8.23
E_LUMO in eV: 0.520
Energy relative to the best compared isomer or geometry (same formula, charge and spin) in kcal/mol: 56.9

***

(2)
C18H23N3OS | ωB97M-V/def2-TZVPD

Geometry as XYZ:
```
46
Properties=species:S:1:pos:R:3:mulliken_charge:R:1
S 1.579 -3.057 -0.115 -0.48
O -1.950 -0.479 -1.729 -0.34
N -0.994 -2.557 -0.184 -0.22
N 0.149 -1.699 1.641 0.17
N 0.823 0.810 2.338 0.10
C 0.183 -2.379 0.473 0.68
C 1.303 -1.627 2.508 -0.97
C -0.962 -0.853 2.034 -0.83
C 0.471 2.641 -1.422 -1.06
C -1.231 0.333 -3.670 -0.43
C 1.058 1.394 -1.331 -1.05
C 0.044 3.304 -0.280 1.51
C -0.565 4.670 -0.398 -1.82
C -0.174 3.457 2.213 -1.95
C 1.857 -0.186 2.562 -0.71
C -0.438 0.336 2.864 -1.12
C 0.736 1.410 1.055 0.25
C -1.047 -2.750 -1.616 -1.27
C 0.198 2.702 0.971 0.70
C 1.180 0.777 -0.102 -0.37
C -1.206 -1.440 -2.328 0.93
C -1.953 0.588 -2.549 -0.39
C -0.739 -0.989 -3.524 -0.80
H 1.404 0.888 -2.219 0.44
H -1.814 -2.108 0.194 0.29
H -1.182 1.132 2.838 0.34
H 0.090 5.422 0.044 0.37
H 1.619 -0.207 -0.060 0.51
H -1.438 -0.443 1.136 0.52
H -1.256 3.497 2.348 0.35
H -0.281 0.045 3.906 0.42
H -1.062 0.996 -4.493 0.44
H -2.490 1.455 -2.218 0.51
H 0.186 4.482 2.149 0.48
H -1.707 -1.421 2.609 0.44
H -0.720 4.928 -1.443 0.39
H 2.278 -0.010 3.561 0.42
H 0.353 3.111 -2.388 0.34
H -0.120 -1.527 -4.212 0.49
H 0.273 2.987 3.085 0.46
H 2.058 -2.316 2.129 0.37
H -1.889 -3.415 -1.843 0.29
H -1.522 4.717 0.119 0.34
H -0.119 -3.232 -1.932 0.42
H 0.998 -1.955 3.508 0.38
H 2.655 -0.044 1.835 0.45
```

Results
Strongest force on any atom in eV/Å: 0.9
HOMO in eV: -7.92
E_LUMO in eV: 0.653
Energy relative to the best compared isomer or geometry (same formula, charge and spin) in kcal/mol: 33.4

***

(3)
C18H23N4O3Re | ωB97M-V/def2-TZVPD

Geometry as XYZ:
```
49
Properties=species:S:1:pos:R:3:mulliken_charge:R:1
Re 0.135 -0.087 0.482 2.15
O -0.631 0.347 -1.321 -0.67
O 1.443 0.652 -0.818 -0.81
O -1.461 0.896 -3.897 -0.52
N 0.681 0.983 2.222 -0.86
N -1.029 -1.640 1.072 0.07
N 1.587 -1.375 1.344 -0.52
N -1.603 0.694 1.404 -0.73
C 2.132 0.759 2.459 -0.72
C 1.410 2.156 -5.613 -0.25
C 0.545 0.752 -1.810 1.51
C -0.450 -2.808 1.414 0.87
C -0.207 1.274 -4.090 0.68
C 0.105 2.352 1.965 -0.56
C -2.616 -3.793 1.541 -0.27
C -1.235 -3.918 1.650 -1.03
C 2.253 -0.757 2.560 -0.68
C -3.203 -2.558 1.249 -0.99
C 2.440 2.082 -4.638 -0.85
C 0.814 1.198 -3.079 -0.12
C 2.153 1.615 -3.402 -0.48
C -2.782 -0.028 0.822 -0.95
C -2.381 -1.482 1.031 0.91
C 0.120 1.763 -5.350 -0.81
C -1.380 2.172 1.479 -0.53
C 1.059 -2.778 1.521 -1.08
H -1.527 2.606 0.492 0.30
H -0.785 -4.865 1.921 0.54
H 1.650 2.531 -6.600 0.45
H -1.604 0.555 -3.007 0.36
H -2.887 0.231 -0.231 0.25
H 0.224 0.617 3.060 0.44
H 2.916 1.552 -2.639 0.46
H 1.730 -1.126 3.445 0.43
H 3.441 2.400 -4.891 0.46
H -3.247 -4.656 1.716 0.47
H 1.374 -3.177 2.486 0.53
H 0.718 2.821 1.196 0.32
H -1.608 0.372 2.371 0.48
H -2.088 2.628 2.169 0.48
H 2.697 1.163 1.618 0.33
H 1.499 -3.417 0.753 0.42
H 2.306 -1.414 0.617 0.47
H 3.291 -1.080 2.628 0.43
H 0.166 2.959 2.868 0.49
H -4.279 -2.450 1.214 0.56
H -0.657 1.816 -6.101 0.51
H 2.474 1.243 3.375 0.46
H -3.707 0.218 1.342 0.61
```

Results
Total charge: +3
Spin multiplicity: 2
Strongest force on any atom in eV/Å: 0.6
HOMO (spin up / spin down) in eV: -17.25 / -17.25
E_LUMO (spin up / spin down) in eV: -10.867 / -11.448
Energy relative to the best compared isomer or geometry (same formula, charge and spin) in kcal/mol: 0.0

***

(4)
C18H23N4OS2Sn | ωB97M-V/def2-TZVPD

Geometry as XYZ:
```
49
Properties=species:S:1:pos:R:3:mulliken_charge:R:1
Sn -0.226 1.718 0.213 0.78
S 1.972 -0.161 -1.378 0.34
S -2.107 1.825 -1.647 -0.29
O 0.556 0.032 -0.682 -0.15
N -2.168 -0.932 -1.553 -0.49
N -1.291 0.243 1.886 -0.05
N -2.489 -0.810 -0.411 0.57
N -2.420 0.062 -3.607 -0.06
C -0.657 0.530 3.022 0.11
C 3.781 1.778 -1.096 -0.51
C 2.331 -1.852 -0.984 -1.08
C -2.283 -0.678 1.947 0.87
C -0.957 -0.071 4.244 -0.91
C 3.109 0.755 -0.427 0.54
C -2.645 -1.317 3.114 -0.58
C -2.243 0.295 -2.347 0.47
C -4.443 -1.519 0.720 -1.56
C -3.035 -0.999 0.714 0.36
C -1.960 -1.013 4.291 -0.43
C 3.306 0.526 0.938 -0.12
C -2.714 -1.249 -4.262 -0.41
C -4.134 -1.715 -3.981 -0.97
C 5.905 3.189 1.707 -1.43
C 4.907 2.349 0.968 0.72
C 4.674 2.565 -0.390 -0.63
C 4.201 1.327 1.619 -0.98
H 3.632 1.938 -2.157 0.47
H -4.319 -2.630 -4.542 0.38
H -3.438 -2.052 3.122 0.39
H 6.885 3.111 1.234 0.38
H -4.398 -2.577 0.997 0.43
H -0.414 0.221 5.132 0.43
H 2.792 -0.273 1.458 0.29
H 2.411 -1.998 0.090 0.34
H -4.275 -1.941 -2.922 0.24
H -4.913 -1.436 -0.256 0.38
H -4.870 -0.974 -4.289 0.34
H 5.211 3.352 -0.905 0.46
H -2.441 0.888 -4.201 0.29
H -2.557 -1.084 -5.324 0.43
H 0.117 1.290 2.974 0.48
H 3.279 -2.078 -1.476 0.45
H 4.388 1.144 2.669 0.37
H -5.029 -0.977 1.461 0.43
H -2.225 -1.501 5.220 0.49
H -1.974 -1.965 -3.908 0.26
H 5.622 4.242 1.670 0.36
H 1.543 -2.466 -1.415 0.45
H 6.001 2.888 2.747 0.37
```

Results
Total charge: +3
Strongest force on any atom in eV/Å: 0.8
HOMO in eV: -17.29
E_LUMO in eV: -11.668
Energy relative to the best compared isomer or geometry (same formula, charge and spin) in kcal/mol: 2.0

***

(5)
C18H23N5O3S | ωB97M-V/def2-TZVPD

Geometry as XYZ:
```
50
Properties=species:S:1:pos:R:3:mulliken_charge:R:1
S -0.159 3.218 2.067 -0.12
O 1.975 3.154 -0.417 -0.45
O -0.527 -0.482 0.428 -0.43
O 0.452 -0.229 -2.255 -0.47
N -4.015 3.109 1.723 0.10
N -2.157 2.073 -0.764 -0.70
N -1.614 0.282 3.435 -0.54
N 1.089 1.003 -0.454 0.98
N 1.203 -6.369 -2.856 0.00
C 1.310 -5.034 -3.134 -0.59
C -4.777 3.628 3.733 -0.55
C 3.246 1.498 0.714 -1.43
C 0.944 2.018 -2.816 -1.18
C -0.860 0.760 2.715 -0.23
C 0.094 1.416 1.816 0.83
C -4.699 4.285 1.585 -0.42
C 2.422 -6.864 -2.483 -0.49
C -4.055 2.701 3.028 -0.36
C 2.073 2.011 -0.081 0.35
C 0.847 -2.434 -0.085 -1.32
C 2.615 -4.670 -2.936 -0.29
C 0.413 -1.433 0.968 -0.05
C 0.822 0.844 -1.886 0.51
C -0.119 0.842 0.373 0.33
C 3.322 -5.832 -2.522 -0.45
C -5.185 4.636 2.817 -0.51
C -1.283 1.540 -0.249 -0.32
H 0.455 -4.459 -3.446 0.43
H -3.556 2.623 0.973 0.22
H 3.116 1.787 1.762 0.29
H 0.073 2.662 -2.666 0.27
H -5.769 5.514 3.037 0.39
H 3.344 0.417 0.641 0.30
H 4.370 -5.902 -2.282 0.38
H -0.105 -1.935 1.787 0.45
H 4.146 1.996 0.353 0.44
H 0.048 3.589 0.799 0.18
H 1.635 -2.048 -0.727 0.20
H 1.092 1.151 2.164 0.41
H -3.571 1.792 3.342 0.35
H -4.782 4.769 0.627 0.38
H -0.011 -2.683 -0.712 0.29
H 1.168 -3.361 0.397 0.50
H 0.918 1.620 -3.829 0.39
H 1.275 -0.915 1.401 0.17
H 3.017 -3.680 -3.073 0.44
H 1.843 2.609 -2.665 0.36
H 0.356 -6.904 -2.915 0.19
H -4.987 3.589 4.789 0.40
H 2.547 -7.901 -2.224 0.38
```

Results
Strongest force on any atom in eV/Å: 0.7
HOMO in eV: -7.78
E_LUMO in eV: -0.162
Energy relative to the best compared isomer or geometry (same formula, charge and spin) in kcal/mol: 80.8